(1)
The following is a DFT calculation (ωB97M-V/def2-TZVPD) of the ion C4H10NO with charge +1 at a distorted geometry.

Bonds (Å) are listed after each position.
Atoms and positions in Å:
1 O 1.908 0.581 -0.247  C3 1.340, C6 1.453
2 N -0.404 1.292 -0.585  C3 1.453, C5 1.476, H12 1.049, H16 0.995
3 C 0.694 0.843 0.255  O1 1.340, N2 1.453, H14 1.101
4 C -2.163 -0.245 0.513  C5 1.429, H10 1.064, H11 1.066, H15 1.142
5 C -1.227 0.069 -0.520  N2 1.476, C4 1.429, H8 1.150
6 C 2.832 -0.423 0.254  O1 1.453, H7 1.113, H9 1.128, H13 1.127
7 H 2.308 -1.358 -0.046  C6 1.113
8 H -0.967 -0.558 -1.448  C5 1.150
9 H 3.734 -0.239 -0.398  C6 1.128
10 H -2.321 -1.280 0.706  C4 1.064
11 H -3.160 0.132 0.527  C4 1.066
12 H -0.855 2.183 -0.264  N2 1.049
13 H 3.226 -0.154 1.274  C6 1.127
14 H 0.424 0.831 1.323  C3 1.101
15 H -1.934 0.259 1.513  C4 1.142
16 H -0.182 1.365 -1.552  N2 0.995

## Properties
Total charge: +1
HOMO-LUMO gap (spin up / spin down) in eV: 8.22 / 8.82
E_LUMO (spin up / spin down) in eV: -4.307 / -4.017



(2)
The following is a DFT calculation (ωB97M-V/def2-TZVPD) of a cluster of 2 separate species, C4H10NO in total at a distorted geometry.

Bonds (Å) are listed after each position.
Atoms and positions in Å:
1 O 1.159 -1.850 -1.848  H11 0.951, H14 0.931
2 N 0.376 -0.319 0.366  C4 1.308, C5 1.397, H7 1.030
3 C -1.233 1.263 1.069  C5 1.461, H9 1.130, H12 1.100, H13 1.083
4 C 0.259 -0.953 1.504  N2 1.308, H8 1.027, H15 1.127
5 C -0.199 0.925 0.094  N2 1.397, C3 1.461, C6 1.342
6 C -0.037 1.355 -1.167  C5 1.342, H10 1.062, H16 1.105
7 H 0.665 -0.923 -0.416  N2 1.030
8 H 0.373 -1.973 1.472  C4 1.027
9 H -1.319 2.389 1.026  C3 1.130
10 H -0.592 2.206 -1.477  C6 1.062
11 H 1.816 -1.387 -2.357  O1 0.951
12 H -2.181 0.709 0.990  C3 1.100
13 H -0.767 1.097 2.033  C3 1.083
14 H 1.266 -2.774 -1.876  O1 0.931
15 H -0.113 -0.483 2.458  C4 1.127
16 H 0.527 0.717 -1.871  C6 1.105

## Properties
Total charge: +1
HOMO-LUMO gap in eV: 9.09
E_LUMO in eV: -5.207



(3)
The following is a DFT calculation (ωB97M-V/def2-TZVPD) of a cluster of 2 separate species, C4H10NO in total at a distorted geometry.

Bonds (Å) are listed after each position.
Atoms and positions in Å:
1 O 1.455 0.954 0.694  C4 1.316, H16 0.974
2 N -0.857 1.424 0.277  C3 1.586, C4 1.529, H12 1.069, H13 1.008
3 C -0.532 0.281 -0.773  N2 1.586, C4 1.432, C5 1.530, H11 1.075
4 C 0.291 0.420 0.390  O1 1.316, N2 1.529, C3 1.432
5 C 0.097 0.719 -2.097  C3 1.530, H7 1.199, H10 1.077, H15 1.012
6 C -0.059 -2.372 2.203  H8 1.171, H9 1.020, H14 1.087
7 H 1.017 -0.001 -2.368  C5 1.199
8 H -0.404 -1.270 2.009  C6 1.171
9 H -0.693 -3.126 2.465  C6 1.020
10 H -0.569 0.599 -2.935  C5 1.077
11 H -1.068 -0.644 -0.884  C3 1.075
12 H -0.484 2.355 -0.095  N2 1.069
13 H -1.787 1.358 0.659  N2 1.008
14 H 0.941 -2.617 1.852  C6 1.087
15 H 0.502 1.643 -2.008  C5 1.012
16 H 2.150 0.277 0.610  O1 0.974

## Properties
Total charge: +1
HOMO-LUMO gap (spin up / spin down) in eV: 7.04 / 10.33
E_LUMO (spin up / spin down) in eV: -5.171 / -3.374



(4)
The following is a DFT calculation (ωB97M-V/def2-TZVPD) of the ion C4H10NO with charge +1 at a distorted geometry.

Bonds (Å) are listed after each position.
Atoms and positions in Å:
1 O 1.029 -0.091 -1.801  C5 1.190
2 N 0.015 -0.702 0.735  C3 1.523, C4 1.490, H10 1.020, H12 1.023
3 C -1.278 -0.320 0.026  N2 1.523, C6 1.510, H7 1.094, H9 1.078
4 C 1.145 0.259 0.595  N2 1.490, C5 1.554, H13 1.086, H14 1.086
5 C 1.651 0.318 -0.872  O1 1.190, C4 1.554, H8 1.097
6 C -2.156 0.507 0.933  C3 1.510, H11 1.094, H15 1.087, H16 1.082
7 H -1.741 -1.238 -0.348  C3 1.094
8 H 2.658 0.751 -0.889  C5 1.097
9 H -1.035 0.243 -0.861  C3 1.078
10 H -0.210 -0.868 1.716  N2 1.020
11 H -1.661 1.432 1.242  C6 1.094
12 H 0.324 -1.604 0.364  N2 1.023
13 H 2.012 -0.165 1.093  C4 1.086
14 H 0.848 1.249 0.929  C4 1.086
15 H -3.018 0.857 0.370  C6 1.087
16 H -2.591 0.011 1.791  C6 1.082

## Properties
SMILES: CC[NH2+]CC=O
Total charge: +1
HOMO-LUMO gap in eV: 11.32
E_LUMO in eV: -3.561



Calculated relative energy (zero: lowest compared OMol25 entry of this formula, charge and spin), 5.013 1.829 6.577 0.920 eV (same order as the records).